ORCA calculation (wB97M-V/def2-TZVPD) on a 2-piece molecular cluster, C2H5NOS overall.

The total energy comes out at -16524.86332 eV. Its highest occupied orbital energy is -7.92 eV. The energy relative to the best compared isomer or geometry (same formula, charge and spin) is 81.1 kcal per mole. Its lowest unoccupied orbital energy is 0.35 eV. The molar mass comes out at 91.13 g/mol. Its HOMO-LUMO gap is 8.2696 eV. The calculation puts the largest force on an atom at 0.071 Eh/bohr.

Geometry (Å):
C  0.3654  -0.5861  -0.4216
C  0.6061  -1.1915  -1.6897
N  0.1697  -0.1899  0.6232
O  -0.3172  1.6123  2.2852
S  -1.7707  2.3665  1.2034
H  0.4439  -0.5508  -2.5670
H  1.7360  -1.4424  -1.7895
H  0.0213  -2.0376  -1.9051
H  -0.1627  0.8588  1.6107
H  -1.0918  1.1607  2.6504